(1)
The following is a quantum chemistry calculation of a structure of composition C6H11ClCuF4N4O8S4 at a distorted geometry, from the OMol25 dataset.

Values from the calculation:
- HOMO-LUMO gap (eV) = 6.9
- energy above the lowest of the compared OMol25 structures with the same formula, charge and spin (eV) = 2.6262

```
! RIJCOSX wB97M-V def2-TZVPD def2/J DEFGRID3
* xyz -1 1
Cu -1.9300 -0.6392 -0.4204
C 2.2025 -1.6570 -2.6298
C 1.5830 -0.8989 -1.4141
N 2.5662 -0.4266 -0.4554
C 3.2499 0.7445 -0.4047
C 4.0735 0.6727 0.7130
N 3.7713 -0.4524 1.4884
C 2.9600 -1.1378 0.7125
C 4.2224 -0.6609 2.8179
H 2.6480 -2.5646 -2.2224
H 2.8968 -1.0400 -3.2002
H 1.4122 -1.8018 -3.3663
H 0.7682 -1.4547 -0.9500
H 1.0010 -0.0227 -1.7000
H 3.0378 1.5197 -1.1262
H 4.8804 1.2579 1.1290
H 2.6642 -2.1540 0.9275
H 3.8017 -0.0169 3.5902
H 5.3075 -0.5970 2.8978
H 3.8840 -1.6525 3.1184
Cl -1.2789 -2.4684 -2.6186
N -3.8414 -0.8546 0.6736
S -4.2826 0.4003 1.7143
O -3.8463 0.2684 3.0849
O -5.5919 1.0674 1.5559
F -3.1798 1.5153 1.2010
S -4.9466 -1.7228 1.3643
O -6.3696 -1.5207 0.8729
O -4.8166 -2.1685 2.7115
F -4.6218 -3.0271 0.4140
N -1.0828 1.3867 -1.0882
S -2.1567 2.0451 -1.9739
O -1.6266 2.9450 -2.9924
O -3.5347 2.1711 -1.4968
F -2.3412 0.7250 -2.8360
S -0.5518 2.8655 -0.3669
O -1.5470 3.9048 0.0124
O 0.8011 3.3267 -0.7667
F -0.1855 2.1234 1.0296
*
```

***

(2)
The following is a quantum chemistry calculation of a cluster of 3 separate species, C4H18N2O2 in total at a distorted geometry, from the OMol25 dataset.

Values from the calculation:
- HOMO-LUMO gap (eV) = 13.0
- energy above the lowest of the compared OMol25 structures with the same formula, charge and spin (eV) = 2.0521

```
! RIJCOSX wB97M-V def2-TZVPD def2/J DEFGRID3
* xyz 2 1
C 1.0367 1.7866 -1.8449
C 0.1197 0.9718 -0.9069
C 0.5979 -0.4459 -0.6854
C 1.3824 -0.6215 0.5825
N 0.3746 -0.7419 1.7884
N -1.2305 0.8980 -1.7947
H 2.0285 1.3639 -1.6546
H 1.0883 1.4209 -2.9066
H 1.0294 2.9097 -1.7723
H -0.0535 1.6575 0.0197
H 1.3720 -0.5101 -1.5231
H -0.1446 -1.2596 -0.7633
H 1.9261 -1.5885 0.5212
H 1.9228 0.3255 0.8306
H 0.5280 -0.1673 2.6161
H -0.6373 -0.4821 1.5005
H 0.2428 -1.7297 2.0857
H -1.4813 1.8926 -2.1778
H -1.9594 0.5052 -1.2679
H -0.9705 0.2229 -2.5427
H -2.1399 1.2333 1.9604
H -0.8762 2.0550 2.1934
O -1.3084 1.5396 1.5661
H -1.0606 -3.4130 1.2072
H 0.1036 -3.7187 0.5376
O -0.4100 -3.0342 0.7224
*
```

***

(3)
The following is a quantum chemistry calculation of a cluster of 2 separate species, C3H7N2OS in total at a distorted geometry, from the OMol25 dataset.

Values from the calculation:
- HOMO-LUMO gap (eV) = 3.4
- energy above the lowest of the compared OMol25 structures with the same formula, charge and spin (eV) = 7.1421

```
! RIJCOSX wB97M-V def2-TZVPD def2/J DEFGRID3
* xyz -1 1
N -0.4046 -0.9747 0.8921
C -0.1104 0.3969 0.5095
C 1.3946 0.6832 -0.0603
S -1.7956 -2.0587 3.4125
C 0.0115 0.8239 -0.9664
N -0.3474 -0.2725 -1.8928
O -0.1331 2.0122 -1.4438
H -0.8392 -1.0538 1.8287
H 0.4584 -1.6059 1.0361
H -0.4813 1.2511 1.1537
H 1.7062 1.6276 0.2602
H 2.2134 0.0261 -0.4641
H -0.7826 0.0716 -2.7617
H -0.8898 -0.9268 -1.5037
*
```

***

(4)
The following is a quantum chemistry calculation of an isolated molecule of C2H5N3O at a distorted geometry, from the OMol25 dataset.

Values from the calculation:
- HOMO-LUMO gap (eV) = 9.9
- energy above the lowest of the compared OMol25 structures with the same formula, charge and spin (eV) = 3.1911
- structure (SMILES) = N[C@H]1N=N[C@@H]1O

```
! RIJCOSX wB97M-V def2-TZVPD def2/J DEFGRID3
* xyz 0 1
N -1.5953 -0.5767 0.0397
C -0.4780 0.1240 -0.4633
N -0.3484 1.5688 -0.2611
N 0.8293 1.5637 0.1760
C 0.9609 0.1245 0.3174
O 2.0916 -0.4461 -0.2215
H -1.9143 -0.2035 0.9257
H -2.3660 -0.6164 -0.6142
H -0.2761 -0.1286 -1.5042
H 0.7731 -0.1557 1.3582
H 2.3232 -1.2540 0.2471
*
```

***

(5)
The following is a quantum chemistry calculation of a cluster of 2 separate species, C2H2FNO2 in total at a distorted geometry, from the OMol25 dataset.

Values from the calculation:
- HOMO-LUMO gap (spin up / spin down) (eV) = 8.3 / 9.1
- energy above the lowest of the compared OMol25 structures with the same formula, charge and spin (eV) = 0.0000

```
! RIJCOSX wB97M-V def2-TZVPD def2/J DEFGRID3
* xyz 0 3
C 1.2663 -0.6590 2.6646
C 0.3606 -0.7658 1.7571
N -0.8373 1.1461 -1.5455
O 1.9965 -0.6109 3.5966
O -1.8556 1.5839 -1.9766
F 0.3912 -0.1046 0.5407
H -0.5935 0.2294 -1.9618
H -0.0897 -1.7447 1.7417
*
```

***

(6)
The following is a quantum chemistry calculation of a cluster of 2 separate species, C4H12 in total at a distorted geometry, from the OMol25 dataset.

Values from the calculation:
- HOMO-LUMO gap (spin up / spin down) (eV) = 2.8 / 11.4
- energy above the lowest of the compared OMol25 structures with the same formula, charge and spin (eV) = 0.9728

```
! RIJCOSX wB97M-V def2-TZVPD def2/J DEFGRID3
* xyz -1 2
C 0.0441 1.3649 1.4209
C -1.3862 1.5162 0.9056
H 0.3770 2.2955 1.9547
H 0.2555 0.5817 2.1548
H 0.8067 1.2769 0.6648
H -1.6928 0.4983 0.6779
H -1.3826 2.0313 -0.0274
H -2.0342 2.0178 1.5602
C 1.0502 -1.7757 -0.5702
C 0.2364 -1.1477 -1.7025
H 1.7810 -2.3924 -1.1003
H 1.6311 -1.1906 0.1859
H 0.4388 -2.4158 0.0225
H 0.8720 -0.5595 -2.4151
H -0.4745 -0.1969 -1.5152
H -0.5223 -1.9039 -2.2165
*
```

***

(7)
The following is a quantum chemistry calculation of a structure of composition C6H6O at a distorted geometry, from the OMol25 dataset.

Values from the calculation:
- HOMO-LUMO gap (eV) = 8.4
- energy above the lowest of the compared OMol25 structures with the same formula, charge and spin (eV) = 6.9743

```
! RIJCOSX wB97M-V def2-TZVPD def2/J DEFGRID3
* xyz 0 1
O 1.9762 -1.0079 -0.2873
C 1.3921 0.1079 0.3457
C -0.0911 0.2605 0.0577
C -0.8181 -0.8355 -0.2438
C -1.3363 -1.7489 -0.9715
C -0.7383 1.4886 0.3401
C -1.2466 2.5352 0.6590
H 1.5300 -1.8001 0.0404
H 1.5081 0.0624 1.4379
H 1.9391 0.9867 -0.0078
H -0.5322 -0.7816 -1.4911
H -1.8754 -2.7060 -0.8638
H -1.7076 3.4385 0.9845
*
```

***

(8)
The following is a quantum chemistry calculation of a cluster of 11 separate species, C40H61FO30 in total at a distorted geometry, from the OMol25 dataset.

Values from the calculation:
- HOMO-LUMO gap (eV) = 9.8
- structure (SMILES) = CCOC(=O)OC.CCOC(=O)OC.CCOC(=O)OC.CCOC(=O)OC.Fc1ccccc1.O=C1OCCO1.O=C1OCCO1.O=C1OCCO1.O=C1OCCO1.O=C1OCCO1.O=C1OCCO1

```
! RIJCOSX wB97M-V def2-TZVPD def2/J DEFGRID3
* xyz 0 1
C -4.4563 -3.9552 -1.0311
C -4.9560 -2.5976 -1.5328
O -3.9782 -2.2391 -2.5359
C -4.3054 -1.1937 -3.2919
O -5.3655 -0.6684 -3.2720
O -3.2624 -0.9108 -4.0832
C -3.5447 0.2118 -4.9802
H -3.5750 -3.7457 -0.4749
H -4.4063 -4.6406 -1.8312
H -5.2299 -4.2691 -0.2721
H -4.9423 -1.8226 -0.7860
H -5.9619 -2.7197 -1.9676
H -2.6694 0.2123 -5.6334
H -3.7868 1.1003 -4.3864
H -4.3406 -0.0953 -5.6166
C -1.3049 2.0361 2.7674
C -2.1419 1.0119 3.5557
O -1.2421 0.0604 4.2234
C -0.7283 0.2561 5.4061
O -0.1934 -0.5730 6.0555
O -0.8460 1.5055 5.8195
C -0.2108 1.8720 7.0521
H -1.8060 2.7862 2.2425
H -0.7710 1.4939 1.9970
H -0.4992 2.4749 3.3782
H -2.8464 0.5010 2.9900
H -2.5780 1.5332 4.4029
H 0.8564 1.6792 7.1450
H -0.7951 1.3899 7.8570
H -0.3611 2.9088 7.2255
C -0.9647 -6.7310 1.0185
C -0.5558 -5.4287 0.3510
O 0.1352 -5.7999 -0.9331
C 0.3367 -4.8829 -1.8627
O -0.1524 -3.7365 -1.8528
O 1.0183 -5.4879 -2.7769
C 1.2687 -4.7851 -3.9756
H -1.7242 -6.5317 1.8184
H -0.0947 -7.1596 1.5260
H -1.3915 -7.4341 0.3135
H 0.1626 -4.8374 1.0026
H -1.4114 -4.8158 0.0195
H 1.8814 -5.3972 -4.6501
H 1.9246 -3.8736 -3.8368
H 0.3428 -4.5122 -4.4700
C 3.6989 8.8558 -1.4060
C 2.6805 7.7892 -0.9280
O 2.3077 6.9178 -1.9786
C 2.8577 5.7070 -2.0275
O 3.7693 5.3985 -1.3023
O 2.4397 5.0233 -2.9685
C 3.0455 3.6868 -3.1173
H 3.3499 9.4313 -2.2448
H 4.6071 8.3457 -1.7129
H 4.0299 9.5345 -0.5862
H 1.8032 8.4210 -0.7925
H 2.9845 7.3020 -0.0609
H 2.6220 3.3310 -4.0418
H 2.8819 2.9864 -2.2944
H 4.1147 3.7553 -3.3296
F 1.0632 2.0239 -5.8899
C 1.5721 1.0130 -5.1019
C 0.7378 0.1499 -4.4944
C 1.3487 -0.8025 -3.6588
C 2.6996 -0.8862 -3.4468
C 3.5194 0.0032 -4.1551
C 2.9429 0.9598 -4.9527
H -0.2979 0.0639 -4.6455
H 0.7126 -1.5607 -3.1773
H 3.1113 -1.7218 -2.8781
H 4.6183 -0.0924 -4.0170
H 3.5506 1.6019 -5.6129
O -3.1589 2.0441 -2.5270
C -2.1436 2.7015 -2.5818
O -1.3828 2.7129 -3.6906
C -0.2790 3.5725 -3.5641
C -0.4893 4.1057 -2.1755
O -1.6764 3.5600 -1.6792
H 0.6444 2.9972 -3.6017
H -0.2560 4.2531 -4.3194
H -0.6592 5.1750 -2.1094
H 0.3513 3.7782 -1.4648
O 3.8615 1.3734 4.3552
C 3.7512 1.9749 3.3449
O 2.5370 2.1089 2.6165
C 2.7935 3.1087 1.6091
C 4.2968 3.3237 1.5978
O 4.7804 2.5855 2.7618
H 2.3882 2.8826 0.5573
H 2.2631 3.9936 1.9278
H 4.6342 4.3691 1.5915
H 4.8208 2.8108 0.7539
O -2.2263 -4.0161 4.1725
C -1.1074 -3.8318 4.5044
O -0.0650 -3.7299 3.6507
C 1.0084 -3.1275 4.4165
C 0.7833 -3.8879 5.7051
O -0.6397 -3.8985 5.7652
H 1.9480 -3.3103 3.9409
H 0.8061 -2.0551 4.4210
H 1.1240 -3.3591 6.5311
H 1.1856 -4.9225 5.6319
O 3.3174 -3.1182 -1.0047
C 3.5262 -2.1208 -0.3439
O 4.2490 -1.0277 -0.7730
C 4.2068 -0.0319 0.2596
C 3.1066 -0.5123 1.1974
O 2.9330 -1.8719 0.8146
H 5.1279 0.0232 0.8292
H 4.0227 0.9069 -0.1478
H 2.1629 0.0483 0.9678
H 3.3780 -0.5663 2.2288
O 1.3727 1.2348 -0.9134
C 0.3469 0.5966 -0.8284
O 0.2453 -0.5017 -0.0204
C -0.9462 -1.2396 -0.2596
C -1.6215 -0.4397 -1.4149
O -0.7029 0.7268 -1.5458
H -0.5757 -2.2019 -0.6590
H -1.6555 -1.3448 0.5305
H -2.5802 0.0579 -1.1539
H -1.7133 -0.9190 -2.3300
O -4.1796 -0.4648 1.6124
C -4.5312 -1.3772 2.3196
O -5.0061 -1.2410 3.5471
C -5.6646 -2.4790 3.9862
C -5.1294 -3.4182 2.9489
O -4.7164 -2.6451 1.8311
H -5.3423 -2.5851 5.0314
H -6.7064 -2.2218 3.9386
H -5.9214 -4.1370 2.5901
H -4.1948 -3.8485 3.3273
*
```